1.
C17H20F24NO6P2 | wB97M-V/def2-TZVPD

Properties
- 2S+1: 1
- Total charge: -1
- Energy: -115529.657 eV
- Kohn-Sham gap: 5.637 eV

```
70
C17H20F24NO6P2 (wB97M-V/def2-TZVPD)
C -3.6029 2.7532 -3.7818
P -3.1129 0.9366 -4.1162
C -3.9882 0.6086 -5.7779
N -1.4295 0.8336 -4.5454
P -0.4630 0.3817 -3.2189
O 0.5469 -0.6516 -3.7130
O 0.4091 1.7857 -2.7811
O -1.3556 -0.1778 -1.9085
H -3.7997 2.9403 -2.6989
H -4.5794 2.9067 -4.3126
H -2.8595 3.4631 -4.2150
H -3.9125 -0.4861 -5.9397
H -5.0325 0.9847 -5.6943
H -3.4416 1.2079 -6.5476
H 0.8747 1.9887 -3.6035
H -1.6826 0.5730 -1.3929
C 1.5299 -3.0709 -1.7347
C 2.3821 -4.0919 -2.5287
C 1.6675 -5.3220 -3.1040
F 1.1004 -6.1017 -2.1684
F 2.5631 -6.1117 -3.7588
F 3.4451 -4.4635 -1.7740
F 2.8926 -3.4175 -3.5949
O 1.5451 -3.1442 -0.2888
C 0.6971 -4.0197 0.3977
C 1.4659 -5.1116 1.1515
F 2.2569 -5.8347 0.3391
F 0.6046 -5.9824 1.7381
F -0.2353 -4.5073 -0.4314
F 0.0332 -3.2703 1.3062
H 1.9795 -2.0987 -1.9406
H 0.5152 -2.9893 -2.1227
H 0.8978 -5.0242 -3.8201
H 2.0957 -4.6728 1.9246
C 0.2158 6.8140 -1.0952
C -0.3393 5.5621 -0.3717
C -0.6597 4.3294 -1.2280
F -1.5973 4.5635 -2.1544
F -1.1436 3.3343 -0.4422
F -1.4070 5.9281 0.3732
F 0.6269 5.1750 0.5125
O -0.6856 7.8914 -1.4196
C -1.4452 7.8617 -2.5998
C -2.9532 7.7740 -2.3292
F -3.2773 6.7026 -1.5894
F -3.6303 7.6733 -3.4943
F -0.9959 6.9001 -3.4133
F -1.1966 9.0278 -3.2331
H 0.8994 7.2735 -0.3790
H 0.8416 6.5494 -1.9481
H 0.2363 3.9533 -1.7280
H -3.2978 8.6641 -1.7988
C 0.4655 -3.8211 5.7899
C 0.3751 -3.4902 7.3009
C 0.4639 -2.0149 7.7171
F 1.6211 -1.4314 7.3760
F 0.3740 -1.9150 9.0681
F 1.2834 -4.2334 7.9678
F -0.8503 -3.9274 7.7123
O 1.7240 -4.2621 5.2447
C 2.6944 -3.3347 4.8384
C 3.9757 -3.4010 5.6798
F 3.7360 -3.2139 6.9888
F 4.8387 -2.4355 5.2918
F 2.1569 -2.1102 4.7831
F 3.0026 -3.6579 3.5662
H -0.1791 -4.6909 5.6527
H 0.0170 -3.0420 5.1722
H -0.3567 -1.4373 7.2834
H 4.4595 -4.3725 5.5626
```

***

2.
C35H57Cl28N3O3S | wB97M-V/def2-TZVPD

Properties
- 2S+1: 1
- Total charge: 0
- Energy: -409294.344 eV
- Energy above the lowest of the compared OMol25 structures with the same formula, charge and spin: 0.0 kcal per mole
- Kohn-Sham gap: 8.433 eV

```
127
C35H57Cl28N3O3S (wB97M-V/def2-TZVPD)
C 2.2163 2.3629 -0.0013
C 1.4135 1.0811 0.2724
C 1.9923 -0.1549 -0.4481
N 1.6489 -1.3510 0.3140
C 1.7949 -2.6315 -0.3609
C 2.7864 -2.5798 -1.4696
N 3.6081 -2.4481 -2.2575
C 0.4111 -2.9975 -0.9710
O -0.5996 -2.7194 -0.0294
C -1.5185 -3.7214 0.2082
C -1.1876 -5.0548 0.3598
C -2.1531 -6.0241 0.6189
C -1.7041 -7.4596 0.7705
C -3.4757 -5.6362 0.7352
C -3.8080 -4.2877 0.5965
C -2.8516 -3.3186 0.3450
C -3.2588 -1.8600 0.2533
C -3.1489 -1.2736 -1.1626
C -2.5669 -1.0068 1.3309
C 2.3667 -3.7027 0.6309
S 2.5425 -5.3454 -0.1858
C 1.5162 -3.8333 1.8143
N 0.8172 -3.9267 2.7163
C 3.7995 -3.2611 1.1135
C 4.1799 -3.6844 2.5201
O 4.1591 -5.1082 2.6974
C 3.6192 -5.5125 3.8702
O 4.0386 -6.4527 4.4732
H 1.5455 3.2051 -0.1344
H 2.8968 2.5643 0.8239
H 2.8157 2.2201 -0.9002
H 1.3500 0.8573 1.3376
H 0.3782 1.1896 -0.0516
H 3.0720 -0.0118 -0.5664
H 1.4960 -0.2117 -1.4155
H 2.0935 -1.3534 1.2210
H 0.3579 -4.0038 -1.3795
H 0.2689 -2.3094 -1.8090
H -0.1607 -5.3854 0.2692
H -1.1032 -7.5573 1.6728
H -2.5815 -8.1043 0.8036
H -1.1265 -7.7741 -0.0955
H -4.2449 -6.3649 0.9553
H -4.8448 -4.0002 0.7225
H -4.3215 -1.8517 0.5060
H -3.9043 -0.4968 -1.2636
H -3.4093 -2.0376 -1.8967
H -2.1751 -0.8320 -1.3732
H -3.0919 -1.1105 2.2782
H -2.5279 0.0451 1.0460
H -1.5392 -1.3203 1.5084
H 3.6371 -5.1004 -0.9195
H 3.8852 -2.1737 1.0929
H 4.5334 -3.6543 0.4167
H 5.2149 -3.3754 2.6744
H 3.6040 -3.1668 3.2900
H 2.7350 -4.9703 4.2306
C 0.0507 8.9733 -1.0229
Cl -0.2644 7.3458 -1.6351
Cl 1.3784 8.9968 0.1463
H 0.3203 9.6082 -1.8537
H -0.8442 9.3393 -0.5365
C 1.5328 -4.3127 -4.4552
Cl -0.0991 -3.6643 -4.2711
Cl 1.6081 -5.9939 -3.9081
H 1.8131 -4.2714 -5.5009
H 2.2149 -3.7204 -3.8572
C -6.6655 0.9861 -0.3611
Cl -5.0804 1.0909 0.4027
Cl -6.7582 -0.3249 -1.5530
H -7.4022 0.8046 0.4089
H -6.8672 1.9194 -0.8661
C 8.4477 -3.2480 3.3793
Cl 9.9852 -2.9420 2.5715
Cl 7.4013 -1.8160 3.3722
H 7.9346 -4.0498 2.8612
H 8.6427 -3.5240 4.4083
C -0.3642 -1.6713 4.8009
Cl -1.9871 -0.9801 4.9050
Cl 0.6421 -0.8162 3.6203
H 0.1086 -1.5905 5.7723
H -0.4436 -2.7089 4.4949
C -3.2914 9.7869 -3.8271
Cl -1.8537 10.5149 -3.0948
Cl -2.9443 8.2773 -4.6744
H -4.0118 9.5874 -3.0433
H -3.6948 10.4912 -4.5444
C -4.0850 2.6623 4.1133
Cl -4.8290 1.0580 4.1708
Cl -2.5279 2.6348 3.2780
H -4.7476 3.3334 3.5806
H -3.9299 3.0075 5.1283
C 1.6339 -9.6417 -0.8212
Cl 0.4650 -10.0755 0.4281
Cl 0.8514 -8.9497 -2.2473
H 2.3180 -8.9069 -0.4124
H 2.1686 -10.5351 -1.1200
C -8.0640 4.3583 1.3272
Cl -8.8892 3.1334 0.3600
Cl -6.7648 3.6442 2.3057
H -7.6293 5.0948 0.6612
H -8.7856 4.8228 1.9879
C 6.9644 1.3194 5.2013
Cl 7.5117 2.7724 6.0481
Cl 5.5249 1.6293 4.2232
H 7.7599 0.9791 4.5497
H 6.7274 0.5611 5.9376
C -2.4147 5.1655 -7.1746
Cl -3.1482 5.1156 -8.7837
Cl -3.1360 3.9687 -6.0889
H -1.3570 4.9538 -7.2691
H -2.5668 6.1530 -6.7615
C 0.8121 7.8985 -7.8318
Cl -0.9077 8.2254 -7.5841
Cl 1.2935 6.3327 -7.1667
H 1.0132 7.8986 -8.8962
H 1.3833 8.6737 -7.3357
C -6.6059 3.4692 -3.8032
Cl -5.3866 4.7285 -3.5725
Cl -8.0512 3.8233 -2.8404
H -6.8753 3.4471 -4.8524
H -6.2075 2.5096 -3.4927
C 8.0364 6.3144 4.1375
Cl 8.5899 7.7682 4.9786
Cl 6.5923 6.6227 3.1670
H 8.8275 5.9725 3.4813
H 7.8024 5.5562 4.8743
```

***

3.
C35H45CuN3O3 | wB97M-V/def2-TZVPD

Properties
- 2S+1: 2
- Total charge: 0
- Energy: -92279.010 eV
- Energy above the lowest of the compared OMol25 structures with the same formula, charge and spin: 10.4 kcal per mole
- Kohn-Sham gap (alpha / beta): 8.068 / 6.744 eV

```
87
C35H45CuN3O3 (wB97M-V/def2-TZVPD)
Cu -0.3819 -0.2786 -0.2025
C -5.6557 -0.4129 0.4068
C -4.7964 0.6476 1.1049
C -5.6030 1.4316 2.1385
C -4.2201 1.5702 0.0583
C -5.1255 2.3121 -0.6903
C -4.7188 3.1253 -1.7265
C -3.3729 3.1987 -2.0211
C -2.4288 2.5081 -1.2769
C -0.9895 2.7182 -1.6891
C -0.4697 1.5124 -2.4726
C -0.0835 3.1021 -0.5207
C -2.8412 1.6744 -0.2163
N -1.8803 0.9503 0.5207
C -1.7801 1.1201 1.8550
O -2.4384 1.8660 2.5654
C -0.6647 0.2868 2.4476
C -0.4096 0.1373 3.8083
C 0.6821 -0.6325 4.1931
C 1.4756 -1.2466 3.2309
C 1.1271 -1.0848 1.8931
N 0.1137 -0.3104 1.5691
C 1.7805 -1.8078 0.7366
O 2.6066 -2.6844 0.9395
N 1.3147 -1.3804 -0.4506
C 1.8813 -1.9331 -1.6233
C 1.1948 -2.9567 -2.3027
C 1.7657 -3.5788 -3.4022
C 3.0180 -3.2048 -3.8436
C 3.6698 -2.1654 -3.2112
C 3.1262 -1.4970 -2.1207
C 3.9667 -0.3526 -1.5876
C 4.7233 -0.7215 -0.3052
C 3.1800 0.9457 -1.4095
C -0.1576 -3.4280 -1.8341
C -0.0866 -4.9114 -1.4599
C -1.2193 -3.1735 -2.9081
H -5.9034 -1.2161 1.0954
H -5.1226 -0.8374 -0.4416
H -6.5818 0.0191 0.0359
H -3.9885 0.1501 1.6458
H -6.4171 1.9875 1.6804
H -4.9417 2.1338 2.6377
H -6.0195 0.7496 2.8750
H -6.1801 2.2501 -0.4675
H -5.4345 3.7073 -2.2873
H -3.0417 3.8207 -2.8417
H -0.9821 3.5690 -2.3841
H -0.4382 0.6114 -1.8428
H 0.5360 1.7067 -2.8360
H -1.1226 1.3016 -3.3187
H 0.1037 2.2530 0.1340
H -0.5550 3.8902 0.0644
H 0.8711 3.4643 -0.8962
H -1.0624 0.6136 4.5225
H 0.9057 -0.7667 5.2419
H 2.3291 -1.8598 3.4789
H 1.2367 -4.3764 -3.9055
H 3.4830 -3.7078 -4.6773
H 4.6412 -1.8599 -3.5763
H 4.7259 -0.1612 -2.3588
H 4.0838 -0.6194 0.5673
H 5.5851 -0.0652 -0.1831
H 5.0729 -1.7510 -0.3522
H 2.3842 0.8241 -0.6769
H 2.7427 1.2512 -2.3591
H 3.8515 1.7354 -1.0737
H -0.4355 -2.8620 -0.9387
H 0.0800 -5.5359 -2.3351
H -1.0175 -5.2277 -0.9934
H 0.7376 -5.0743 -0.7675
H -0.9603 -3.6710 -3.8404
H -1.3126 -2.1069 -3.1096
H -2.1853 -3.5508 -2.5784
C -3.3376 -2.8795 2.2401
C -2.3580 -3.9959 2.5993
C -1.0548 -3.5408 1.9329
O -1.3879 -2.5137 1.0048
C -2.7967 -2.4335 0.8874
H -3.2722 -2.0563 2.9492
H -4.3656 -3.2249 2.1785
H -2.6944 -4.9306 2.1545
H -2.2362 -4.1423 3.6705
H -0.5429 -4.3582 1.4160
H -0.3578 -3.1175 2.6589
H -3.1539 -3.0993 0.0887
H -3.0291 -1.4029 0.6217
```

***

4.
C3H7NO2 | wB97M-V/def2-TZVPD

Properties
- SMILES: CNCC(=O)O
- 2S+1: 1
- Total charge: 0
- Energy: -8809.508 eV
- Energy above the lowest of the compared OMol25 structures with the same formula, charge and spin: 23.5 kcal per mole
- Kohn-Sham gap: 9.498 eV

```
13
C3H7NO2 (wB97M-V/def2-TZVPD)
C 1.6743 -1.0709 -0.4418
N 1.4173 0.0789 0.4083
C 0.3973 1.0162 -0.0188
C -0.9558 0.3137 -0.0861
O -1.4620 -0.1973 -1.0441
O -1.5031 0.2597 1.1532
H 2.7090 -1.0770 -0.7882
H 1.0210 -1.0634 -1.3185
H 1.4076 -1.9863 0.0834
H 1.4146 -0.1581 1.3847
H 0.6651 1.3200 -1.0223
H 0.3189 1.8631 0.6481
H -2.3726 -0.1671 1.1264
```

***

5.
CH8O3 | wB97M-V/def2-TZVPD

Properties
- SMILES: CO.O.O
- 2S+1: 1
- Total charge: 0
- Energy: -7308.424 eV
- Energy above the lowest of the compared OMol25 structures with the same formula, charge and spin: 13.7 kcal per mole
- Kohn-Sham gap: 10.197 eV

```
12
CH8O3 (wB97M-V/def2-TZVPD)
C 0.9697 -1.4863 -0.8648
O 1.2976 -1.9518 0.4787
H 1.1375 -0.3575 -0.9610
H -0.0889 -1.8986 -1.0756
H 1.6752 -1.9859 -1.5199
H 1.3495 -1.1950 1.0338
O -1.4832 0.0317 0.4725
H -2.2485 -0.2335 -0.0789
H -1.2225 0.9565 0.2375
O -0.4619 2.7892 0.0385
H -0.4493 3.6555 0.4529
H -0.7915 3.0231 -0.8172
```

***

6.
C18H21NO2 | wB97M-V/def2-TZVPD

Properties
- SMILES: Cc1cc(C)c([C@@H](C)[C@H](c2ccccc2)[N+](=O)[O-])c(C)c1
- 2S+1: 1
- Total charge: 0
- Energy: -24587.029 eV
- Energy above the lowest of the compared OMol25 structures with the same formula, charge and spin: 129.3 kcal per mole
- Kohn-Sham gap: 8.203 eV

```
42
C18H21NO2 (wB97M-V/def2-TZVPD)
C 5.2114 -0.9674 -1.3797
C 3.7373 -0.6720 -1.3185
C 3.2959 0.6554 -1.3084
C 1.9629 0.9676 -1.1207
C 1.5892 2.4059 -1.0657
C 1.0055 -0.1084 -0.9925
C -0.3914 0.1700 -0.5686
C -1.5656 -0.6589 -1.0121
C -0.9101 0.0185 1.1740
C -2.2182 0.3414 1.8100
C -2.7669 1.6340 1.6067
C -4.1406 1.8873 1.7034
C -5.0132 0.8683 2.0904
C -4.4925 -0.3805 2.5061
C -3.1198 -0.6267 2.3949
N 0.1150 0.9897 1.6342
O 1.2961 0.6748 1.8971
O -0.2310 2.2288 1.5247
C 1.4389 -1.4472 -1.1983
C 0.5226 -2.6397 -1.2297
C 2.7940 -1.6974 -1.3667
H 5.4005 -2.0577 -1.4159
H 5.6715 -0.4946 -2.2699
H 5.7255 -0.5350 -0.4992
H 4.0219 1.4621 -1.3546
H 2.4929 2.9970 -1.1496
H 0.9126 2.6920 -1.8732
H 1.1152 2.6671 -0.1237
H -0.6044 1.2284 -0.4587
H -2.4714 -0.0268 -0.9041
H -1.5174 -1.0440 -2.0191
H -1.6241 -1.4785 -0.2839
H -0.6746 -1.0556 1.2905
H -2.0930 2.4520 1.2859
H -4.5319 2.9064 1.4436
H -6.0784 1.0522 2.1389
H -5.1799 -1.1532 2.8853
H -2.7032 -1.5950 2.6843
H 1.1266 -3.5486 -1.2931
H -0.0700 -2.7423 -0.3167
H -0.1605 -2.6292 -2.0916
H 3.1225 -2.7401 -1.4558
```

***

7.
CH6N2O | wB97M-V/def2-TZVPD

Properties
- SMILES: [H]/N=C\N.O
- 2S+1: 1
- Total charge: 0
- Energy: -6161.211 eV
- Energy above the lowest of the compared OMol25 structures with the same formula, charge and spin: 29.6 kcal per mole
- Kohn-Sham gap: 10.748 eV

```
10
CH6N2O (wB97M-V/def2-TZVPD)
H 0.3556 1.2546 1.7589
N 0.4875 0.5978 0.9918
C -0.5610 0.2930 0.3598
N -1.8121 0.4490 0.7851
H -0.5570 -0.1563 -0.6812
H -1.7647 0.7471 1.7243
H -2.6132 0.8893 0.2703
O 1.7346 -1.2122 -1.9041
H 1.8479 -0.4085 -1.3398
H 1.4930 -1.7146 -1.0978
```

***

8.
C4H6N2O | wB97M-V/def2-TZVPD

Properties
- 2S+1: 1
- Total charge: 0
- Energy: -9268.342 eV
- Energy above the lowest of the compared OMol25 structures with the same formula, charge and spin: 119.0 kcal per mole
- Kohn-Sham gap (alpha / beta): 8.047 / 8.048 eV

```
13
C4H6N2O (wB97M-V/def2-TZVPD)
C 0.3832 -2.0865 -1.0428
C 0.1775 -0.6964 -0.5195
N 1.0801 0.2385 -0.8143
O 0.7727 1.3781 -0.2630
C -0.5687 1.1758 0.4331
N -0.6133 1.8161 1.6872
C -0.8876 -0.2492 0.3149
H 1.4345 -2.2620 -1.2870
H 0.0594 -2.8115 -0.2921
H -0.2126 -2.2577 -1.9458
H -0.3046 2.7793 1.6371
H -0.0724 1.3184 2.3840
H -1.2482 1.6571 -0.2919
```

***

9.
C13H15ClN2O2Pt | wB97M-V/def2-TZVPD

Properties
- 2S+1: 5
- Total charge: +2
- Energy: -36545.944 eV
- Energy above the lowest of the compared OMol25 structures with the same formula, charge and spin: 43.2 kcal per mole
- Kohn-Sham gap (alpha / beta): 7.974 / 3.712 eV

```
34
C13H15ClN2O2Pt (wB97M-V/def2-TZVPD)
Cl -3.0322 1.0235 -1.0349
C 0.7859 -1.5496 -1.4028
C 1.9947 -0.8193 -1.1388
C 1.8374 0.5027 -1.6102
H 2.9263 -1.2565 -0.7813
C 0.5124 0.6680 -2.1305
C -0.1424 -0.6428 -2.0590
H -1.0335 -0.8842 -2.6173
H 0.6219 -2.6223 -1.3096
H 2.6062 1.2752 -1.6982
C -0.0250 1.8473 -2.8665
Pt -0.3962 -0.0818 0.0207
C 0.1686 -1.1780 1.4696
C -2.3926 -0.1758 0.1351
O 0.6762 -1.7200 2.3497
O -3.1152 -0.8030 0.8346
H 0.3187 2.7885 -2.4174
H -1.1182 1.8401 -2.8545
H 0.2985 1.8426 -3.9169
C 3.0847 2.8674 3.2589
C 1.7712 2.5375 2.6782
C 0.5131 3.0705 2.9143
C -0.3937 2.3648 2.1121
N 0.3014 1.4490 1.4095
N 1.5946 1.5648 1.7685
C -1.8539 2.5375 2.0443
H 3.2820 3.9402 3.1292
H 3.0784 2.6696 4.3406
H 3.9061 2.3024 2.8044
H 0.2732 3.8664 3.5987
H 2.3396 0.9994 1.3641
H -2.3976 1.6743 2.4491
H -2.0917 3.4179 2.6531
H -2.1940 2.6950 1.0158
```

***

10.
C14H18CuN2O2PS2Se2 | wB97M-V/def2-TZVPD

Properties
- 2S+1: 1
- Total charge: 0
- Energy: -228179.358 eV
- Kohn-Sham gap: 6.336 eV

```
42
C14H18CuN2O2PS2Se2 (wB97M-V/def2-TZVPD)
Cu -6.5644 -12.5057 3.7458
Se -8.7606 -10.0791 5.1485
Se -6.5517 -10.1108 6.0701
C -5.2902 -10.1519 4.5988
C -4.4284 -9.0649 4.6253
C -3.5738 -8.9093 3.5509
C -3.5997 -9.8638 2.4712
C -4.4679 -10.9203 2.5831
N -5.3308 -11.0465 3.6354
C -8.9704 -11.9556 5.1359
C -9.8301 -12.4396 6.1509
C -10.0965 -13.8168 6.1200
C -9.6127 -14.6240 5.1139
C -8.8265 -14.0473 4.1225
N -8.4131 -12.7551 4.1941
H -4.3727 -8.4170 5.5217
H -2.8494 -8.0931 3.5447
H -2.9197 -9.7451 1.5898
H -4.4676 -11.7372 1.8599
H -10.1236 -11.7896 6.9458
H -10.5632 -14.2601 6.9728
H -9.8518 -15.7007 5.1147
H -8.4262 -14.6300 3.3106
C -2.1965 -17.4888 1.5509
C -3.5090 -16.7326 1.5013
O -3.6427 -16.0198 2.7834
P -5.0450 -15.3708 3.1430
S -4.9347 -14.2852 4.7531
S -5.8114 -14.5072 1.5541
O -5.8388 -16.8000 3.4520
C -6.1198 -17.3073 4.8299
C -6.5164 -18.7702 4.7028
H -1.9285 -17.8534 0.5645
H -2.3378 -18.3745 2.2136
H -1.4232 -16.8831 1.9644
H -4.3906 -17.4076 1.3318
H -3.5940 -16.0060 0.6889
H -6.9678 -16.6884 5.2553
H -5.2245 -17.1857 5.4537
H -7.5263 -18.8826 4.3327
H -6.4989 -19.3169 5.6438
H -5.8697 -19.3072 4.0069
```

***

11.
C3H4N2O2S | wB97M-V/def2-TZVPD

Properties
- SMILES: NC1=NOC(=O)[C@H]1S
- 2S+1: 1
- Total charge: 0
- Energy: -21082.368 eV
- Energy above the lowest of the compared OMol25 structures with the same formula, charge and spin: 102.9 kcal per mole
- Kohn-Sham gap: 9.548 eV

```
12
C3H4N2O2S (wB97M-V/def2-TZVPD)
N -0.8053 -0.7590 1.8161
C -0.5206 -0.2231 0.4916
N -1.4627 0.5843 -0.0399
O -0.9794 1.3291 -1.2380
C 0.0376 0.3948 -1.7046
O 0.6124 0.1528 -2.7680
C 0.4255 -0.3740 -0.5263
S 2.2367 0.2744 -0.1934
H -1.5418 -0.4194 2.2659
H -0.0022 -1.1196 2.4131
H 0.5163 -1.4097 -0.7945
H 1.4835 1.5694 0.2780
```